1.
Molecular formula: C23H25AlClN2PSe
Method: DFT, ωB97M-V with the def2-TZVPD basis set

charge	+2
highest occupied orbital energy	-0.530	hartree
gap between HOMO and LUMO	7.087	eV
LUMO level	-7.3	eV
E	-120978.766	eV

Geometry as XYZ:
```
54
Properties=species:S:1:pos:R:3:forces:R:3:nbo_charge:R:1
Al -0.407 0.614 1.160 0.2 -2.0 1.3 1.3537
Cl -0.788 -1.242 2.322 0.2 1.6 -1.0 -0.5091
P 0.008 -0.042 -1.044 0.0 -1.7 -4.1 0.7516
C 1.391 -1.249 -1.452 0.0 0.1 1.3 -0.3454
C 2.396 -0.965 -2.387 -0.5 0.5 0.2 -0.1447
C 3.347 -1.922 -2.695 0.1 -1.0 0.5 -0.1999
C 3.347 -3.164 -2.027 -0.3 0.3 0.3 -0.1540
C 2.402 -3.417 -1.021 0.0 0.1 0.0 -0.2040
C 1.429 -2.451 -0.730 0.1 -0.1 0.2 -0.2159
C -1.508 -0.967 -1.618 0.1 -0.2 0.6 -0.2455
C -2.704 -0.242 -1.606 -0.3 -0.2 0.2 -0.2566
C -3.910 -0.873 -1.941 0.7 -0.2 0.1 -0.1709
C -3.899 -2.239 -2.279 0.0 0.5 0.4 -0.1697
C -2.703 -2.946 -2.328 0.5 0.2 0.2 -0.1816
C -1.488 -2.311 -2.017 -0.4 0.4 0.3 -0.2271
C 0.108 1.153 -2.440 0.4 1.8 1.5 -0.3791
C 0.264 2.518 -2.108 0.2 0.6 -0.6 -0.1945
C 0.421 3.479 -3.154 -0.1 -0.6 0.4 -0.1956
C 0.420 3.025 -4.497 0.1 1.4 1.4 -0.1556
C 0.253 1.676 -4.779 0.1 0.8 -0.5 -0.2088
C 0.103 0.760 -3.779 -0.1 -0.5 0.9 -0.1292
H -2.672 0.818 -1.315 -0.3 -0.3 -0.2 0.2117
H -4.841 -0.322 -1.883 0.1 -0.1 -0.1 0.2387
H -4.846 -2.750 -2.434 0.2 0.1 -0.2 0.2432
H -2.697 -4.012 -2.544 0.0 0.2 -0.1 0.2427
H -0.545 -2.843 -2.046 -0.3 -0.1 0.0 0.2383
H 2.424 0.022 -2.837 0.1 -0.2 -0.1 0.2293
H 4.131 -1.732 -3.413 -0.1 0.2 -0.1 0.2429
H 4.109 -3.921 -2.237 -0.3 0.4 0.0 0.2452
H 2.433 -4.357 -0.445 0.0 0.6 -0.4 0.2441
H 0.704 -2.621 0.082 0.3 -0.1 -0.5 0.2295
H 0.287 2.853 -1.040 0.0 -0.3 -1.0 0.1961
H 0.554 4.559 -2.896 -0.1 -1.2 -0.4 0.2450
H 0.561 3.796 -5.267 -0.1 -0.7 0.2 0.2471
H 0.261 1.381 -5.812 0.0 -0.3 -0.2 0.2444
H 0.010 -0.280 -4.001 -0.1 -0.6 -0.3 0.2241
H 2.239 -0.298 1.321 -0.1 -0.2 0.1 -0.0164
H 2.508 0.198 0.844 0.1 0.2 -0.1 0.0450
C 2.073 0.400 4.346 1.1 -0.5 -0.1 -0.4134
N 0.747 0.744 4.774 -0.3 1.5 -0.9 -0.3188
C 0.149 0.310 5.926 0.9 -0.7 0.3 -0.0138
C -1.068 0.896 5.997 -0.1 0.5 -0.8 -0.0349
N -1.182 1.681 4.855 0.7 0.5 -0.2 -0.3045
C -2.316 2.532 4.527 -0.5 0.2 0.1 -0.4228
C -0.035 1.642 4.132 -1.1 -1.3 0.4 0.2721
Se 0.215 2.473 2.376 0.1 -0.1 1.0 -0.1125
H 2.670 1.300 4.095 -0.4 -0.5 0.3 0.2441
H 2.048 -0.257 3.458 -0.1 0.2 0.6 0.2263
H 2.499 -0.127 5.210 0.4 0.1 -0.6 0.2438
H 0.730 -0.375 6.575 -0.9 0.6 -0.4 0.2698
H -1.846 0.865 6.741 0.0 -0.1 -0.1 0.2712
H -3.207 1.904 4.439 0.1 0.2 0.1 0.2403
H -2.436 3.281 5.316 -0.1 -0.2 -0.2 0.2479
H -2.147 3.042 3.573 0.0 -0.2 0.4 0.2362
```
Forces are in eV/Å.

2.
Molecular formula: C8H18Cl2OP
Method: DFT, ωB97M-V with the def2-TZVPD basis set

charge	+1
highest occupied orbital energy (spin up / spin down)	-0.433 / -0.538	hartree
gap between HOMO and LUMO (spin up / spin down)	8.817 / 6.834	eV
spin multiplicity	3
LUMO level (spin up / spin down)	-3.0 / -7.8	eV
expectation value of S²	2.006
E	-44957.620	eV

Geometry as XYZ:
```
30
Properties=species:S:1:pos:R:3:forces:R:3:nbo_charge:R:1
C 0.945 -1.697 1.047 -2.0 -0.8 2.6 -0.6311
C -1.561 -2.173 1.133 -1.4 -0.9 -0.6 -0.6533
C -0.396 -2.204 -1.170 -2.3 1.4 2.5 -0.6111
C 1.132 1.387 -1.673 0.8 0.8 -0.7 -0.6411
C -0.159 2.890 -0.127 3.5 -1.4 3.7 -0.6006
C 1.665 1.347 0.775 0.1 1.9 -1.6 -0.6411
C -0.404 -1.629 0.333 -0.1 0.2 -1.9 -0.3137
C 0.573 1.489 -0.295 -0.7 0.4 1.7 -0.3102
O -1.770 0.594 -1.096 6.2 0.8 -0.9 -0.8548
P -0.766 0.201 0.092 1.0 1.3 0.0 1.8169
Cl -3.390 0.177 -0.882 -7.5 -1.6 0.4 0.4066
Cl -1.767 0.753 1.755 0.6 0.3 -0.1 -0.1799
H 1.653 -1.798 0.319 2.3 0.4 -1.7 0.2241
H 1.030 -2.659 1.643 -0.4 1.2 -0.4 0.2543
H 1.056 -0.810 1.709 0.4 -1.0 -0.3 0.2303
H -2.591 -2.184 0.631 1.5 0.4 0.5 0.2380
H -1.608 -1.684 2.080 -0.3 0.3 0.6 0.2335
H -1.402 -3.210 1.394 0.4 -0.5 -0.2 0.2539
H -1.427 -1.767 -1.463 1.7 -2.0 -0.7 0.2168
H 0.391 -1.841 -1.756 1.0 1.3 -0.9 0.2220
H -0.142 -3.256 -1.129 -1.1 -0.5 0.0 0.2533
H 1.928 0.661 -1.748 0.2 -0.2 -0.1 0.2257
H 1.488 2.371 -2.091 0.0 -0.8 1.0 0.2542
H 0.369 1.162 -2.354 -1.1 -0.7 -1.2 0.2313
H -0.478 2.972 0.944 0.1 0.2 -1.0 0.2222
H -0.915 3.073 -0.755 -3.0 0.3 -2.4 0.2209
H 0.612 3.643 -0.304 0.0 -0.1 0.1 0.2406
H 2.314 2.187 0.560 0.2 0.5 0.3 0.2410
H 1.286 1.467 1.747 -0.4 0.0 1.4 0.2217
H 2.333 0.538 0.681 0.3 -1.3 -0.2 0.2297
```
Forces are in eV/Å.

| no. | largest force on an atom (eV/Å) |
| --- | --- |
| 1 | 4.5 |
| 2 | 7.6 |